Record 1
Here is a structure of composition C6H12O from OMol25. Energies are from ωB97M-V with the def2-TZVPD basis set.

2S+1: 1
LUMO energy: 1.0 eV
frontier orbital gap: 9.0 eV
net charge: 0
E_HOMO: -0.29435 Ha

Last column: Mulliken charge in e.
Element x y z (Å)
O -0.2079 -0.4480 1.6468  -0.343
C 0.6358 -0.0645 0.5636  -0.066
C -1.0769 -1.9133 1.3208  -0.586
C 0.8098 -1.5053 0.7605  -0.782
C 0.9900 0.6051 -1.7939  -1.564
C -0.0307 0.5240 -0.6595  1.047
C -0.6404 1.8869 -0.3360  -1.505
H 1.6055 -1.6982 1.4954  0.239
H -0.7267 -2.9004 1.6185  0.292
H 0.5319 0.9993 -2.7074  0.403
H -1.1762 2.2964 -1.1993  0.395
H 1.8208 1.2705 -1.5255  0.349
H 1.4090 0.5812 0.9926  0.498
H -1.8286 -1.5718 2.0432  0.259
H -1.4871 -1.9323 0.3163  0.287
H 0.1411 2.6057 -0.0574  0.334
H -1.3442 1.8136 0.4998  0.344
H 1.4052 -0.3839 -2.0174  0.378
H -0.8304 -0.1650 -0.9612  0.020


Record 2
Here is the molecule C6H12O at a distorted geometry from OMol25. Energies are from ωB97M-V with the def2-TZVPD basis set.

2S+1: 1
LUMO energy: 1.1 eV
frontier orbital gap: 9.5 eV
net charge: 0
E_HOMO: -0.30642 Ha

Last column: Mulliken charge in e.
Element x y z (Å)
O -0.7503 0.1512 1.1774  -0.132
C 2.0661 -0.6452 -1.1554  -1.527
C 0.6923 1.4461 -1.0371  -1.369
C 0.7449 -0.0463 -0.7189  0.804
C -1.5568 -0.8665 1.1361  -0.296
C 0.5517 -0.3385 0.7977  -0.680
C -2.9123 -0.3391 1.3936  -0.839
H -2.8994 0.7462 1.4998  0.267
H 1.5043 1.9717 -0.5243  0.322
H 0.5151 -1.3967 1.1338  0.455
H 1.2676 0.2152 1.3885  0.379
H -0.0656 -0.5436 -1.2593  0.195
H -0.2538 1.8733 -0.7083  0.329
H -3.3804 -0.8333 2.2495  0.292
H 2.2232 -0.4791 -2.2276  0.389
H 0.8020 1.6140 -2.1176  0.384
H -3.5298 -0.6281 0.5434  0.294
H 2.8973 -0.1833 -0.6117  0.340
H 2.0840 -1.7182 -0.9597  0.393


Record 3
Here is a structure of composition C6H12O at a distorted geometry from OMol25. Energies are from ωB97M-V with the def2-TZVPD basis set.

2S+1: 1
LUMO energy: 0.8 eV
frontier orbital gap: 8.6 eV
net charge: 0
E_HOMO: -0.28544 Ha

Last column: Mulliken charge in e.
Element x y z (Å)
O -0.1557 -1.3738 -1.4119  -0.306
C -0.3768 1.4582 1.3479  -0.504
C -0.3014 0.8128 -0.0148  0.028
C 0.9035 0.9374 -0.8865  -0.612
C 0.6450 -0.3529 -0.1329  -0.500
C -1.3328 0.7194 2.2761  -1.182
C 0.9767 -2.1450 -1.8792  -0.608
H -0.6820 2.5068 1.2390  0.311
H -1.3536 1.1746 3.2714  0.359
H 0.7312 0.9928 -1.9574  0.279
H -1.0180 -0.3241 2.3812  0.298
H 0.6144 -3.0204 -2.4127  0.309
H 1.4803 -1.4615 -2.5476  0.271
H -0.5796 -1.9695 -0.7779  0.382
H 1.7714 1.5076 -0.5566  0.242
H 1.6583 -2.4084 -1.0683  0.335
H 0.6286 1.4750 1.7871  0.272
H -1.2528 0.7492 -0.5400  0.315
H -2.3568 0.7216 1.8828  0.309


Record 4
Here is a cluster of 2 separate species, C6H12O in total at a distorted geometry from OMol25. Energies are from ωB97M-V with the def2-TZVPD basis set.

structure (SMILES): CC1CC1.CC=O
2S+1: 1
LUMO energy: 1.1 eV
frontier orbital gap: 10.8 eV
net charge: 0
E_HOMO: -0.35967 Ha

Last column: Mulliken charge in e.
Element x y z (Å)
O 0.9682 -2.0228 -0.2983  -0.489
C 1.0311 2.0801 1.5937  -0.679
C -0.1105 0.1738 0.1738  -1.180
C 0.2811 -2.0412 -1.2926  -0.015
C -1.0066 -2.8116 -1.3516  -0.821
C 0.1854 2.7553 0.5611  -0.555
C -0.2449 1.4146 1.0653  0.085
H -0.6473 -3.8429 -1.4229  0.305
H -1.5869 -2.7289 -0.4285  0.258
H -0.5382 -0.1362 -0.8647  0.324
H 2.0029 1.6815 1.3076  0.223
H -0.4627 -0.6954 0.7254  0.323
H -1.0362 1.4130 1.8184  0.389
H -1.6298 -2.5922 -2.2210  0.320
H 0.9366 0.0889 -0.1029  0.341
H 0.6643 -1.6287 -2.2483  0.436
H 1.0326 2.5075 2.5979  0.247
H -0.3989 3.6232 0.8441  0.264
H 0.5598 2.7620 -0.4565  0.223


Record 5
Here is the molecule C6H12O from OMol25. Energies are from ωB97M-V with the def2-TZVPD basis set.

structure (SMILES): CC[C@@]1(C)C[C@H]1O
2S+1: 1
LUMO energy: 0.9 eV
frontier orbital gap: 10.4 eV
net charge: 0
E_HOMO: -0.34812 Ha

Last column: Mulliken charge in e.
Element x y z (Å)
O -0.7181 1.6227 1.6292  -0.580
C 0.9393 0.5537 -0.2146  -0.608
C -0.4375 -0.0900 -0.2392  1.236
C -0.9757 -0.6459 -1.5594  -1.510
C -0.8600 -0.7800 1.0316  -0.938
C 2.1385 -0.3474 0.0211  -1.200
C -1.2984 0.6347 0.7916  -0.226
H -1.0522 0.1145 -2.3463  0.325
H 0.8994 1.2788 0.6103  0.281
H -1.9686 -1.1034 -1.4446  0.366
H 2.2690 -1.1179 -0.7443  0.306
H -0.0943 -0.9853 1.7758  0.218
H 1.0469 1.1384 -1.1341  0.373
H -1.6297 -1.5484 0.9707  0.289
H -2.3466 0.8285 0.5908  0.348
H -0.6892 2.4779 1.1685  0.332
H -0.3177 -1.4404 -1.9460  0.321
H 2.0477 -0.8543 0.9890  0.296
H 3.0473 0.2640 0.0499  0.370


Record 6
Here is a cluster of 2 separate species, C6H12O in total from OMol25. Energies are from ωB97M-V with the def2-TZVPD basis set.

structure (SMILES): CCCC1C=C1.O
2S+1: 1
LUMO energy: 1.1 eV
frontier orbital gap: 10.2 eV
net charge: 0
E_HOMO: -0.33467 Ha

Last column: Mulliken charge in e.
Element x y z (Å)
O 1.8639 0.4376 -1.8851  -0.656
C -2.6788 0.2833 -0.3056  -1.267
C 0.9577 -0.3578 0.9744  0.131
C 2.3118 -0.9011 0.6329  -0.765
C 2.1459 0.3763 0.4518  -0.475
C -0.3498 -0.6411 0.2397  -0.775
C -1.2733 0.5825 0.2135  -0.227
H -0.8599 -1.4578 0.7707  0.407
H -3.1785 -0.4609 0.3259  0.315
H -2.6530 -0.1147 -1.3270  0.314
H -1.3408 0.9935 1.2302  0.306
H 2.5839 1.3549 0.3670  0.309
H -0.8133 1.3765 -0.3937  0.278
H 2.0131 -0.4190 -1.4489  0.373
H 0.7703 -0.1509 2.0311  0.383
H 3.0533 -1.6335 0.8891  0.345
H -0.1845 -1.0161 -0.7818  0.313
H -3.3022 1.1845 -0.3143  0.357
H 0.9216 0.6028 -1.7605  0.333


Record 7
Here is the ion C6H12O with charge +1 at a distorted geometry from OMol25. Energies are from ωB97M-V with the def2-TZVPD basis set.

2S+1: 2
LUMO energy (spin up / spin down): -5.3 / -9.5 eV
frontier orbital gap (spin up / spin down): 8.0 / 3.8 eV
net charge: +1
E_HOMO (spin up / spin down): -0.48961 / -0.48732 Ha

Last column: Mulliken charge in e.
Element x y z (Å)
O -1.1072 1.4750 2.4512  -0.471
C -0.4567 0.1305 -1.2539  -0.730
C 0.1386 1.2290 1.8711  -0.697
C 0.1693 -0.1850 1.2087  -0.405
C 0.9314 -0.3400 -1.8142  0.090
C 1.2663 -1.6160 -2.0064  -0.445
C -0.8944 -0.2843 0.1605  -0.444
H 0.8185 -2.3965 -1.4730  0.325
H 0.1063 1.9555 1.1376  0.357
H -1.2120 -0.2736 -1.9386  0.453
H -0.6960 1.1602 -1.5956  0.434
H 1.6909 0.4637 -2.1432  0.367
H 1.2445 -0.2592 0.9735  0.339
H -1.3413 -1.2955 0.1004  0.345
H -1.8763 0.3428 0.3769  0.235
H 2.1348 -1.8774 -2.6351  0.317
H 0.8033 1.4448 2.6760  0.358
H 0.0700 -0.9241 2.0805  0.272
H -1.7898 1.2501 1.8238  0.301


Record 8
Here is a cluster of 2 separate species, C6H12O2 in total at a distorted geometry from OMol25. Energies are from ωB97M-V with the def2-TZVPD basis set.

structure (SMILES): C=C(C)CCC=O.O
2S+1: 1
LUMO energy: 0.9 eV
frontier orbital gap: 10.3 eV
net charge: 0
E_HOMO: -0.34484 Ha

Last column: Mulliken charge in e.
Element x y z (Å)
O -1.3249 2.0266 -1.4930  -0.612
O -0.1826 -0.1759 -2.2278  -0.567
C 0.0143 1.3209 1.1228  -1.485
C -0.9260 -1.2486 -0.2265  -0.562
C -0.0088 -1.2638 0.9697  -0.657
C 0.8364 -0.0006 0.9489  0.811
C 2.1658 -0.0553 0.7667  -0.934
C -0.0166 -1.1423 -1.4784  0.002
H -1.0563 1.2043 1.0390  0.320
H -2.0159 2.1461 -2.1840  0.287
H -1.4942 -2.1722 -0.4229  0.404
H 0.5591 -2.2750 0.9766  0.325
H 2.8573 -0.9211 0.8893  0.266
H 2.6438 0.8894 0.6185  0.309
H 0.1325 1.5578 2.1141  0.463
H 0.8456 -1.7590 -1.5820  0.422
H -0.8425 1.3853 -2.0727  0.371
H 0.2296 2.2639 0.5440  0.335
H -0.6781 -1.2523 1.9358  0.233
H -1.7385 -0.5283 -0.2381  0.269